Molecular formula: C5H8N2S
Method: DFT, wB97M-V/def2-TZVPD

Each atom is followed by the atoms it is bonded to, with distances in Å.
Cartesian coordinates (Å):
1 S -1.95927 -0.97501 -0.48449  N2 1.759, H16 1.440
2 N -1.12895 -0.01847 0.73594  S1 1.759, C4 1.331, H13 0.917
3 N -0.43008 2.27536 0.18991  C4 1.413, H10 1.127
4 C -0.21005 0.91127 0.48477  N2 1.331, N3 1.413, C8 1.525
5 C 1.55717 1.31571 -0.80055  C8 1.353, H12 1.244, H15 1.244
6 C 1.56502 -0.82006 0.63070  C7 1.334, C8 1.377, H14 1.155
7 C 2.22062 -1.72688 -0.09464  C6 1.334, H9 1.189, H11 1.059
8 C 1.12467 0.33520 0.02468  C4 1.525, C5 1.353, C6 1.377
9 H 2.04220 -1.34717 -1.20682  C7 1.189
10 H -1.44705 2.76079 0.16042  N3 1.127
11 H 2.75957 -2.47375 0.42888  C7 1.059
12 H 0.73784 2.10795 -1.29836  C5 1.244
13 H -1.82615 0.44593 1.10921  N2 0.917
14 H 1.32594 -0.95169 1.75268  C6 1.155
15 H 2.72925 1.43085 -1.20032  C5 1.244
16 H -1.60467 -2.26245 0.05550  S1 1.440

**Calculated total energy**: -19123.9047 eV
**Highest occupied orbital energy**: -0.32146 hartree
**SMILES**: [H]/N=C(\NS)C(=C)C=C
**Energy above the lowest of the compared OMol25 structures with the same formula, charge and spin**: 150.28 kcal/mol
**E_LUMO**: -0.102 eV
**Max |F|**: 7.10 eV Å⁻¹
**Multiplicity**: 1